The following is a quantum chemistry calculation of a cluster of 4 separate species, C9H25N3O4 in total, from the Open Molecules 2025 dataset.

Positions of all 41 atoms, in Å:
C 2.054 2.626 0.405
C 0.492 2.975 0.504
O 0.155 3.586 1.393
N -0.345 2.325 -0.433
H -0.004 2.343 -1.409
H -0.509 1.273 -0.086
C -1.734 2.926 -0.519
H 2.484 2.324 -0.638
H 2.020 1.634 0.954
H 2.665 3.269 0.997
H -2.105 2.870 0.549
H -2.374 2.306 -1.113
H -1.830 4.081 -0.770
C -2.100 -2.644 1.789
C -0.671 -2.571 2.468
O -0.319 -3.307 3.422
N 0.104 -1.340 2.230
H 1.156 -1.624 2.528
H -0.191 -0.901 1.403
C -0.230 -0.077 3.067
H -2.187 -3.293 0.991
H -2.552 -1.730 1.635
H -2.807 -3.111 2.562
H -0.925 0.569 2.596
H 0.634 0.544 3.152
H -0.779 -0.491 4.020
C -0.794 -1.886 -3.180
C 0.674 -1.321 -3.216
O 1.567 -1.640 -4.042
N 1.153 -0.446 -1.999
H 0.904 0.506 -2.265
H 0.372 -0.544 -1.148
C 2.492 -0.552 -1.410
H -1.199 -2.045 -2.099
H -0.844 -2.852 -3.542
H -1.436 -1.296 -3.932
H 2.882 -0.032 -0.553
H 3.272 -0.088 -2.152
H 2.742 -1.529 -1.223
O -0.617 -0.221 -0.251
H -1.272 -0.618 -0.685

Output
HOMO level: -0.6368 Ha
LUMO: -6.5 eV
Charge: +2
Relative energy (zero: lowest compared OMol25 entry of this formula, charge and spin): 4.803 eV
Multiplicity: 1
Frontier orbital gap: 10.79 eV

Löwdin atomic charge list, values in e, 8 entries: C 0.05; C -0.50; O 0.23; N 0.03; H 0.18; H 0.11; C 0.01; H 0.11

***

The following is a quantum chemistry calculation of the molecule CHO3PS2, from the Open Molecules 2025 dataset.

Positions of all 8 atoms, in Å:
C 0.917 1.508 0.758
O 1.270 0.391 0.523
O -0.360 0.524 -1.520
O -1.172 -0.752 0.585
P -0.087 -0.560 -0.617
S 0.768 -2.306 -0.925
S 0.185 2.836 0.671
H -1.522 -1.642 0.525

Output
HOMO level: -0.3367 Ha
LUMO: -1.4 eV
Relative energy (zero: lowest compared OMol25 entry of this formula, charge and spin): 1.082 eV
Multiplicity: 1
Frontier orbital gap: 7.75 eV

Table of Löwdin atomic charges, one value per atom, all in e: C -0.79; O -0.07; O -0.32; O -0.22; P 0.11; S 0.25; S 0.98; H 0.05

***

The following is a quantum chemistry calculation of the molecule C4H8Br2NOP, from the Open Molecules 2025 dataset.

Positions of all 17 atoms, in Å:
C -0.102 0.716 0.931
C -0.799 -0.316 0.097
C -0.428 -1.759 0.113
C -1.966 1.162 -1.351
N -1.598 -0.135 -0.864
O 2.855 -0.899 1.757
P 2.816 -0.792 0.307
Br 4.871 0.009 -0.239
Br 1.460 1.466 -0.047
H 0.439 0.450 1.897
H -0.601 1.524 1.314
H -0.625 -2.283 -0.809
H -1.008 -2.157 0.990
H 0.600 -1.793 0.391
H -3.023 1.270 -1.779
H -1.796 2.015 -0.634
H -1.094 1.524 -2.074

Output
HOMO level: -0.3505 Ha
LUMO: -0.3 eV
Relative energy (zero: lowest compared OMol25 entry of this formula, charge and spin): 1.873 eV
Multiplicity: 1
Frontier orbital gap: 9.26 eV

Löwdin atomic charge list, values in e, 8 entries: C -0.42; C -0.47; C -0.06; C -0.15; N 0.00; O -0.56; P 0.27; Br 0.13

***

The following is a quantum chemistry calculation of a cluster of 2 separate species, C4H7N2 in total, from the Open Molecules 2025 dataset.

Positions of all 13 atoms, in Å:
C -3.292 0.047 -0.135
C -1.868 0.112 -0.306
C 2.808 0.035 0.870
C 1.260 -0.181 -1.110
N -0.728 0.067 -0.464
N 2.172 -0.050 -0.356
H -3.268 0.703 0.810
H 2.381 0.327 1.833
H 3.589 0.845 0.683
H 3.328 -0.902 1.132
H 1.082 -0.593 -2.103
H -3.789 0.542 -0.995
H -3.675 -0.950 0.140

Output
HOMO level: -0.5905 Ha
LUMO: -4.1 eV
Charge: +1
Relative energy (zero: lowest compared OMol25 entry of this formula, charge and spin): 3.724 eV
Multiplicity: 1
Frontier orbital gap: 12.01 eV

Löwdin atomic charge list, values in e, 8 entries: C -0.02; C -0.18; C -0.06; C 0.16; N 0.18; N 0.06; H 0.13; H 0.11

***

The following is a quantum chemistry calculation of a structure of composition C18H16BrN2O3Pd, from the Open Molecules 2025 dataset.

Positions of all 41 atoms, in Å:
Pd 0.093 0.851 -1.454
C 3.601 -1.830 -1.701
C 3.024 -3.091 -1.698
C 1.641 -3.221 -1.696
C 0.851 -2.082 -1.695
N 1.440 -0.874 -1.711
C 2.762 -0.730 -1.699
C -0.624 -2.095 -1.700
C -1.385 -3.256 -1.712
C -2.769 -3.168 -1.744
C -3.379 -1.923 -1.761
C -2.569 -0.799 -1.737
N -1.244 -0.903 -1.713
H 4.674 -1.698 -1.706
H 3.647 -3.976 -1.695
H 1.196 -4.204 -1.693
H 3.166 0.275 -1.707
H -0.902 -4.221 -1.703
H -3.366 -4.070 -1.758
H -4.453 -1.817 -1.799
H -3.002 0.193 -1.748
Br -1.523 3.984 2.487
C -0.795 2.508 3.331
C -0.803 2.554 4.753
C -0.287 1.510 5.477
C 0.245 0.403 4.817
C 0.268 0.353 3.399
C -0.238 1.380 2.639
C -0.144 1.212 1.152
O -0.736 1.962 0.316
O 0.543 0.268 0.685
H -1.211 3.423 5.254
H -0.288 1.553 6.559
H 0.646 -0.425 5.388
H 0.692 -0.508 2.898
C 0.418 3.954 -1.979
O -0.072 2.751 -2.631
H -0.359 4.405 -1.364
H 0.742 4.670 -2.732
H 1.273 3.677 -1.367
H -0.771 3.004 -3.249

Output
HOMO level (spin up / spin down): -0.6693 / -0.6687 Ha
LUMO (spin up / spin down): -9.7 / -13.2 eV
Charge: +3
Multiplicity: 5
Frontier orbital gap (spin up / spin down): 8.51 / 4.98 eV

Löwdin atomic charge list, values in e, 8 entries: Pd 1.29; C 0.02; C 0.03; C 0.05; C -0.18; N 0.02; C -0.07; C -0.18

***

The following is a quantum chemistry calculation of the molecule C5H7NOS, from the Open Molecules 2025 dataset.

Positions of all 15 atoms, in Å:
C -2.597 -0.354 -0.295
C -1.293 -0.115 -0.074
C -0.202 -1.152 0.279
O 0.751 -1.271 -0.848
N 2.051 -0.821 -0.635
C 2.082 0.386 -0.167
C 1.059 1.394 0.152
S -0.561 1.352 -0.644
H -3.053 -1.362 -0.095
H -3.254 0.460 -0.554
H 0.254 -0.940 1.207
H -0.560 -2.126 0.345
H 3.070 0.753 0.069
H 1.483 2.384 0.050
H 0.770 1.412 1.210

Output
SMILES: C=C1CON=CCS1
HOMO level: -0.3129 Ha
LUMO: 0.7 eV
Relative energy (zero: lowest compared OMol25 entry of this formula, charge and spin): 3.804 eV
Multiplicity: 1
Frontier orbital gap: 9.21 eV

Löwdin atomic charge list, values in e, 8 entries: C -0.02; C -0.60; C -0.16; O -0.17; N 0.06; C -0.20; C -0.45; S 0.95

***

The following is a quantum chemistry calculation of a structure of composition C14H31Cl2NbOPS2, from the Open Molecules 2025 dataset.

Positions of all 52 atoms, in Å:
C 4.960 0.886 0.726
O 4.331 2.162 0.349
C 3.534 1.919 -0.863
C 2.063 2.636 -0.785
C 1.177 2.276 0.545
Nb -0.048 0.353 0.405
C -1.279 1.232 -1.306
C -1.438 0.225 -2.619
C -2.741 0.765 -3.454
S -4.277 -0.149 -2.896
C -1.072 -1.700 0.306
C -0.042 -2.958 0.071
C -0.924 -4.374 0.198
C 0.690 -2.997 -1.393
P 1.508 -0.601 2.246
S 0.596 -1.793 3.484
C -1.414 1.145 2.036
Cl -0.559 2.015 3.482
C -2.890 1.074 2.122
C -3.717 1.756 3.375
Cl -3.843 0.204 0.804
H 4.219 0.338 1.454
H 5.999 1.165 1.233
H 5.219 0.176 -0.168
H 3.345 0.778 -1.105
H 4.066 2.358 -1.837
H 2.268 3.811 -0.738
H 1.531 2.448 -1.810
H 0.440 3.156 0.845
H 1.950 2.173 1.446
H 1.137 -0.274 -0.830
H -2.297 1.735 -0.983
H -0.623 2.141 -1.721
H -0.497 0.384 -3.336
H -1.448 -0.911 -2.349
H -2.533 0.741 -4.607
H -2.877 1.912 -3.153
H -3.963 -1.191 -1.984
H -2.025 -1.721 -0.414
H -1.533 -1.864 1.396
H 0.796 -3.046 0.887
H -0.227 -5.336 0.084
H -1.458 -4.438 1.253
H -1.710 -4.364 -0.687
H 0.216 -2.311 -2.212
H 0.631 -4.114 -1.786
H 1.834 -2.753 -1.239
H 2.517 -1.402 1.546
H 2.209 0.460 2.973
H -4.886 1.563 3.277
H -3.341 1.376 4.421
H -3.574 2.932 3.311

Output
HOMO level: -0.1610 Ha
LUMO: 1.4 eV
Charge: -1
Multiplicity: 1
Frontier orbital gap: 5.80 eV

Löwdin atomic charge list, values in e, 8 entries: C -0.13; O -0.25; C -0.26; C -0.29; C -0.42; Nb 1.47; C -0.39; C -0.35

***

The following is a quantum chemistry calculation of a structure of composition C35H43B11Br6CrN9O5, from the Open Molecules 2025 dataset.

Positions of all 110 atoms, in Å:
Cr -0.455 0.176 0.404
C -8.274 1.971 -4.226
O -7.531 0.891 -3.700
C -6.416 0.485 -4.331
C -5.758 -0.615 -3.761
C -4.597 -1.093 -4.306
C -4.051 -0.500 -5.461
C -4.737 0.562 -6.060
C -5.888 1.062 -5.491
N -2.940 -1.024 -6.077
N -2.056 -1.658 -5.506
C -1.717 -1.625 -4.194
C -1.570 -2.820 -3.477
C -1.472 -2.830 -2.102
C -1.378 -1.615 -1.402
O -1.367 -1.463 -0.126
C -1.231 -0.417 -2.159
N -0.879 0.656 -1.427
C -0.788 1.823 -2.033
C -1.017 1.974 -3.398
C -1.339 0.876 -4.171
C -1.467 -0.371 -3.546
H -9.151 2.068 -3.586
H -8.593 1.769 -5.251
H -7.697 2.900 -4.195
H -6.191 -1.076 -2.888
H -4.128 -1.965 -3.878
H -4.336 1.015 -6.954
H -6.382 1.899 -5.959
H -1.661 -3.749 -4.019
H -1.470 -3.751 -1.542
H -0.481 2.661 -1.422
H -0.902 2.946 -3.852
H -1.463 0.974 -5.241
Br -0.117 -4.341 1.347
B 1.349 -3.591 2.424
B 2.298 -4.583 3.621
C 3.778 -3.746 3.635
B 2.991 -3.892 2.157
B 3.841 -2.352 2.675
B 3.902 -2.315 4.571
B 2.806 -3.629 5.043
B -0.265 -3.632 4.698
Br -2.025 -3.849 4.822
B 2.173 -2.003 5.005
Br 1.427 -1.101 6.582
B 3.097 -0.909 3.937
Br 3.475 0.906 4.444
B 1.317 -2.007 3.007
Br 1.601 -1.297 -0.084
B 1.192 -3.335 4.294
Br -0.225 -0.657 2.837
H 2.225 -5.740 3.763
H 4.697 -4.312 3.685
H 3.480 -4.547 1.317
H 4.819 -2.022 2.122
H 4.855 -2.139 5.230
H 3.010 -4.266 6.001
C 0.124 3.062 4.564
C -1.373 3.084 4.870
N -2.055 4.228 4.297
C -1.941 5.519 4.966
C -0.998 6.476 4.245
C -2.805 4.175 3.185
O -3.380 5.134 2.706
C -2.950 2.822 2.529
C -4.141 2.113 2.664
C -4.266 0.908 1.992
C -3.206 0.452 1.231
N -2.063 1.128 1.094
C -1.959 2.306 1.709
H 0.575 2.195 5.038
H 0.612 3.951 4.953
H 0.300 3.010 3.492
H -1.514 3.108 5.954
H -1.840 2.171 4.492
H -1.603 5.336 5.987
H -2.939 5.966 4.991
H 0.008 6.073 4.182
H -0.963 7.417 4.783
H -1.370 6.668 3.242
H -4.932 2.500 3.286
H -5.162 0.314 2.073
H -3.253 -0.506 0.734
H -1.031 2.839 1.558
C 3.515 2.425 -2.906
N 3.515 1.073 -3.417
C 4.635 0.690 -4.245
C 2.535 0.222 -3.068
C 2.614 -1.164 -3.656
O 1.625 0.555 -2.313
H 3.552 3.137 -3.731
H 4.372 2.590 -2.252
H 2.599 2.571 -2.340
H 5.251 1.567 -4.423
H 4.300 0.297 -5.206
H 5.251 -0.067 -3.754
H 2.677 -1.118 -4.740
H 1.732 -1.733 -3.372
H 3.499 -1.674 -3.283
N 2.739 3.027 0.413
C 2.158 1.843 0.711
O 0.904 1.732 0.609
C 3.010 0.820 1.228
C 2.518 -0.479 1.445
N 2.636 -1.274 2.556
C 4.365 1.077 1.474
N 5.499 1.222 1.602
H 2.166 3.829 0.215
H 3.708 3.169 0.652

Output
HOMO level (spin up / spin down): -0.3363 / -0.3391 Ha
LUMO (spin up / spin down): -4.1 / -4.3 eV
Charge: +1
Relative energy (zero: lowest compared OMol25 entry of this formula, charge and spin): 1.866 eV
Multiplicity: 5
Frontier orbital gap (spin up / spin down): 5.06 / 4.97 eV

Löwdin atomic charge list, values in e, 8 entries: Cr 0.59; C -0.07; O -0.07; C -0.28; C 0.01; C 0.00; C -0.28; C -0.01